(1)
{
  "formula": "C24H31Cl2MoN2O4S5",
  "method": "wB97M-V/def2-TZVPD",
  "homo_lumo_gap_ha": 0.250,
  "e_lumo_ha": -0.32841,
  "e_above_lowest_kj_mol": 9.3,
  "e_tot_ev": -117611.4238,
  "charge": 3,
  "e_homo_ev": -15.73,
  "elements": ["Mo", "C", "C", "S", "C", "C", "S", "C", "C", "S", "C", "C", "S", "H", "H", "H", "H", "H", "H", "H", "H", "H", "H", "H", "H", "H", "H", "H", "H", "C", "C", "C", "C", "C", "C", "C", "S", "O", "O", "N", "C", "C", "C", "O", "O", "H", "H", "H", "H", "H", "H", "H", "H", "H", "H", "H", "H", "Cl", "C", "C", "C", "C", "C", "Cl", "C", "N", "H", "H", "H"],
  "positions_angstrom": [[-1.81444, -0.30174, 1.20006], [-2.96719, -3.42489, 0.95938], [-3.91341, -2.71313, 0.01400], [-3.31108, -1.07213, -0.51593], [-2.35833, -1.27776, -2.07936], [-1.14785, -0.34738, -2.08103], [-0.18724, -0.92974, -0.63075], [1.42644, -0.19535, -0.24118], [1.68713, -0.32097, 1.27199], [0.24226, -0.43197, 2.41040], [0.23225, -2.05278, 3.26345], [-0.73257, -3.05602, 2.65931], [-2.38913, -2.32739, 2.31843], [-2.07541, -3.76108, 0.43804], [-3.46744, -4.27654, 1.42113], [-4.88682, -2.50970, 0.46005], [-4.07811, -3.32045, -0.87699], [-3.02241, -1.01465, -2.90121], [-2.06204, -2.32160, -2.16863], [-1.40910, 0.69203, -1.88442], [-0.58596, -0.42951, -3.00832], [1.49067, 0.82874, -0.59533], [2.13718, -0.80866, -0.78167], [2.20153, 0.57887, 1.60417], [2.32362, -1.17665, 1.48992], [-0.00786, -1.80281, 4.29642], [1.24355, -2.45985, 3.24409], [-0.88257, -3.88857, 3.34747], [-0.36112, -3.42406, 1.70567], [5.50259, 3.81523, 0.09199], [4.01936, 3.63029, -0.00166], [3.23596, 3.52907, 1.15433], [1.86174, 3.40567, 1.07718], [1.25773, 3.37772, -0.17809], [2.00770, 3.48649, -1.34633], [3.38339, 3.60370, -1.24476], [-0.46346, 3.15255, -0.32262], [-0.88000, 3.47503, -1.64786], [-0.84215, 1.82565, 0.16739], [-1.11281, 4.20692, 0.74883], [-2.00830, 3.89713, 1.82587], [-3.52231, 4.03392, 1.41978], [-4.39241, 2.93256, 1.73696], [-5.12468, 2.12931, 1.97034], [-2.67291, 0.96644, 1.85596], [5.89363, 3.45992, 1.04322], [5.74546, 4.87703, 0.01010], [6.01834, 3.30226, -0.71817], [3.71382, 3.57402, 2.12509], [1.26746, 3.35929, 1.98272], [1.51889, 3.50021, -2.31155], [3.97471, 3.69915, -2.14659], [-1.04465, 5.17091, 0.44331], [-1.83028, 4.60023, 2.63683], [-1.80785, 2.89550, 2.19205], [-3.64780, 4.17882, 0.33855], [-4.01642, 4.88073, 1.91829], [-0.04773, -5.30571, 0.23060], [0.54210, -4.70267, -1.29046], [1.01772, -5.66468, -2.15993], [1.54760, -5.29103, -3.38042], [1.61826, -3.94971, -3.68706], [1.14357, -2.99252, -2.79944], [1.40325, -1.35266, -3.36653], [0.54721, -3.32076, -1.56605], [-0.06981, -2.48369, -0.58023], [0.97168, -6.70402, -1.86677], [1.91405, -6.03388, -4.07420], [2.05279, -3.61863, -4.61980]],
  "atomic_forces_ev_per_a": [[-0.3396, 0.8049, 0.1651], [0.0080, -0.0553, 0.0155], [0.0038, 0.0078, 0.0007], [0.0016, -0.0248, -0.1728], [0.0122, 0.0165, 0.0259], [-0.1154, 0.1808, 0.0616], [0.1462, -0.4987, -0.1738], [-0.1395, 0.0751, -0.1322], [0.0503, -0.0718, -0.0133], [0.0596, 0.0259, 0.0175], [-0.0113, -0.0147, -0.0186], [0.0014, 0.0117, 0.0017], [0.0915, -0.0067, -0.1055], [0.0509, -0.0220, -0.0108], [0.0064, -0.0054, -0.0065], [0.0092, 0.0014, 0.0214], [-0.0252, 0.0106, 0.0019], [-0.0061, 0.0089, 0.0103], [-0.0107, -0.0052, -0.0068], [-0.0200, 0.0245, -0.0091], [-0.2104, 0.0038, 0.1624], [-0.0860, 0.0831, 0.0116], [0.1565, -0.0277, -0.1628], [0.0835, -0.0232, -0.0176], [-0.0629, -0.0422, 0.0072], [-0.0174, 0.0103, -0.0019], [0.0079, 0.0135, 0.0262], [0.0075, -0.0078, -0.0039], [-0.0189, 0.0423, 0.0362], [0.0004, 0.0003, 0.0021], [-0.0056, 0.0049, -0.0294], [-0.0266, -0.0042, 0.0159], [0.0223, -0.0472, 0.0351], [-0.0210, -0.0362, -0.0488], [-0.0101, 0.0177, -0.0068], [0.0164, 0.0046, 0.0208], [-0.0532, 0.0170, -0.1547], [-0.0310, -0.0551, -0.0123], [0.1014, -0.1407, 0.2712], [-0.1182, 0.0386, -0.0230], [0.1653, -0.0401, 0.0891], [-0.3499, 0.0646, -0.0112], [0.2290, -0.0546, -0.0074], [-0.1652, 0.0973, 0.0365], [0.0391, -0.4446, 0.1263], [0.0014, -0.0004, -0.0015], [0.0007, 0.0008, 0.0011], [-0.0002, 0.0013, -0.0025], [0.0044, 0.0006, -0.0043], [-0.0020, -0.0007, -0.0042], [0.0001, -0.0095, 0.0047], [-0.0020, 0.0005, -0.0006], [0.0723, 0.0057, 0.0424], [-0.0396, -0.0045, 0.0124], [0.0031, 0.0647, -0.0455], [0.0344, -0.0009, 0.0031], [0.0753, 0.0651, -0.0648], [-0.0427, 0.0005, -0.0170], [0.0327, -0.0194, 0.0224], [-0.0042, -0.0052, 0.0058], [-0.0066, 0.0084, -0.0025], [0.0096, -0.0050, 0.0053], [-0.0539, -0.0126, 0.0207], [0.4246, -0.0825, 0.1358], [0.0200, 0.0077, 0.0020], [0.0357, 0.0464, -0.1514], [-0.0020, -0.0006, -0.0011], [0.0093, 0.0011, 0.0040], [0.0034, 0.0001, 0.0024]]
}

(2)
{
  "formula": "C24H31ClFN2O6S2",
  "method": "wB97M-V/def2-TZVPD",
  "homo_lumo_gap_ha": 0.148,
  "e_lumo_ha": 0.03405,
  "e_tot_ev": -77567.8745,
  "charge": -1,
  "e_homo_ev": -3.11,
  "elements": ["C", "C", "N", "C", "C", "C", "S", "S", "C", "C", "C", "C", "C", "C", "Cl", "C", "C", "C", "C", "O", "O", "C", "C", "C", "O", "N", "C", "C", "O", "F", "C", "O", "H", "H", "H", "H", "H", "H", "H", "H", "H", "H", "H", "H", "H", "H", "H", "H", "H", "H", "H", "H", "H", "H", "H", "H", "C", "C", "C", "O", "H", "H", "H", "H", "H", "H", "H"],
  "positions_angstrom": [[3.22004, 2.43743, 0.91483], [2.01994, 1.66696, 1.47428], [0.76222, 2.06554, 0.84801], [-0.44618, 1.55377, 1.55455], [-0.45656, 0.03010, 1.79879], [0.69184, 1.86181, -0.51935], [1.40448, 0.63998, -1.36608], [-0.29928, 3.09708, -1.26605], [-0.37479, 2.58151, -2.97567], [-1.48328, 1.54551, -3.27192], [-0.98892, 0.26928, -3.97713], [-0.85350, -0.90892, -3.03817], [-1.72857, -1.12179, -1.98120], [-1.54950, -2.15658, -1.07049], [-2.67924, -2.29551, 0.22886], [-0.48466, -3.05384, -1.14749], [-0.26263, -4.12932, -0.12222], [0.43715, -3.51530, 1.12292], [-0.05501, -4.15131, 2.40123], [0.32983, -5.21527, 2.79276], [-1.00148, -3.47559, 3.08404], [0.36029, -2.85292, -2.22425], [0.19000, -1.81629, -3.13599], [1.30508, -1.86471, -4.11017], [1.46695, -1.25078, -5.12581], [2.22653, -2.84746, -3.63762], [3.57652, -2.38122, -3.33955], [4.57737, -3.50949, -3.27234], [5.07626, -3.93605, -2.28517], [4.89724, -4.00040, -4.48951], [1.57638, -3.61451, -2.62681], [1.95425, -4.68895, -2.26071], [3.72374, 1.87599, 0.13078], [3.94334, 2.59094, 1.71533], [2.90739, 3.40512, 0.52616], [2.21876, 0.59809, 1.36304], [1.91864, 1.88535, 2.53585], [-0.53883, 2.06585, 2.50852], [-1.33182, 1.82083, 0.98546], [-0.53973, -0.15789, 2.86834], [0.39667, -0.48687, 1.36230], [-1.35303, -0.40338, 1.34779], [0.60221, 2.24796, -3.31720], [-0.59554, 3.49629, -3.52900], [-2.24646, 2.01457, -3.89312], [-1.96842, 1.31726, -2.32737], [-1.67168, -0.00604, -4.78110], [-0.00195, 0.46956, -4.38411], [-2.56124, -0.45303, -1.82053], [-1.23080, -4.53454, 0.16374], [0.38147, -4.89364, -0.54146], [0.20396, -2.44727, 1.14268], [1.51786, -3.59530, 1.04231], [-1.06491, -2.56444, 2.77002], [3.88321, -1.68360, -4.11746], [3.61210, -1.88166, -2.36920], [-3.06946, 4.72488, 3.62998], [-3.02225, 3.41270, 4.44708], [-3.09097, 3.79690, 5.94234], [-1.90187, 2.70672, 4.17514], [-2.19608, 5.33919, 3.86490], [-3.05874, 4.49971, 2.56025], [-3.97353, 5.31874, 3.83922], [-3.99126, 2.88819, 4.22709], [-2.21796, 4.39766, 6.21100], [-3.09606, 2.89545, 6.55914], [-3.99551, 4.37691, 6.18550]],
  "atomic_forces_ev_per_a": [[-0.0411, -0.2049, 0.1859], [0.3428, 0.1511, 0.0106], [-0.0884, -0.5657, -0.4070], [-0.1209, 0.0767, 0.5098], [-0.4654, 0.0993, -0.2308], [-0.0997, -0.0931, -0.1561], [0.4039, 0.1510, 0.1251], [0.2568, 0.1058, 0.2285], [-0.4856, 0.0336, -0.4913], [0.0653, 0.0961, -0.1329], [0.0030, 0.0546, 0.7075], [0.0717, -0.0192, -0.1852], [-0.1201, -0.1190, 0.1625], [0.1615, 0.1987, -0.2337], [-0.2599, -0.1336, 0.0149], [-0.0511, -0.3882, -0.0964], [0.2798, 0.3583, 0.1518], [-0.4520, 0.6204, -0.1263], [0.3450, -0.0863, -0.0368], [-0.0913, -0.2340, 0.0467], [0.0847, 0.0165, 0.1136], [-0.0616, 0.1216, -0.1999], [-0.2458, -0.2543, -0.0733], [0.1979, -0.0501, 0.1907], [0.1671, 0.3622, -0.0668], [-0.2085, -0.0251, 0.0935], [0.1999, -0.1737, -0.2496], [0.1460, -0.3288, 0.5655], [-0.0386, 0.1748, -0.6168], [-0.1391, 0.0750, 0.1514], [-0.1548, 0.2601, -0.0250], [0.3532, -0.0756, 0.2787], [-0.0654, 0.0772, -0.1442], [0.0382, 0.1056, -0.0186], [0.0516, 0.0706, 0.0240], [-0.1180, -0.0812, 0.0785], [-0.2044, -0.0063, 0.0311], [-0.1408, 0.2649, 0.1645], [0.1009, 0.2331, -0.0819], [0.2620, -0.0481, 0.1000], [0.1130, 0.1171, 0.0976], [0.1420, 0.0821, 0.0110], [0.0786, -0.0865, 0.1912], [0.0351, 0.1095, 0.1306], [-0.0079, 0.0669, 0.0045], [-0.0928, -0.0497, -0.0237], [0.0925, -0.0091, -0.1424], [-0.0917, -0.1167, -0.3656], [-0.0614, -0.0370, 0.0125], [0.0440, -0.2146, -0.0117], [-0.2009, -0.2387, 0.0297], [0.0758, -0.1072, 0.0361], [0.0418, -0.2182, 0.0530], [-0.1289, 0.0219, -0.1059], [-0.0896, -0.0121, -0.0746], [-0.0274, 0.0526, 0.0200], [-0.4041, 0.1110, -0.0439], [0.6653, 0.3865, 0.1581], [-0.4059, 0.0555, 0.1041], [-0.1178, -0.3679, -0.2937], [0.0757, -0.0700, 0.0024], [0.0789, -0.0391, 0.0010], [0.0395, -0.0261, -0.0098], [0.0707, -0.1305, -0.0504], [0.0749, -0.0476, -0.0498], [0.0819, -0.0280, -0.0298], [0.0397, -0.0239, -0.0125]]
}

(3)
{
  "formula": "C24H31FN3O2Tc",
  "method": "wB97M-V/def2-TZVPD",
  "homo_lumo_gap_ha": [0.188, 0.162],
  "e_lumo_ha": [-0.46473, -0.47930],
  "e_tot_ev": -38835.8035,
  "charge": 3,
  "e_homo_ev": [-17.76, -17.45],
  "spin_multiplicity": 2,
  "elements": ["Tc", "C", "C", "C", "C", "C", "C", "C", "C", "C", "C", "C", "C", "N", "C", "C", "C", "C", "C", "C", "F", "H", "H", "H", "H", "H", "H", "H", "H", "H", "H", "H", "H", "H", "H", "H", "H", "H", "H", "H", "H", "H", "N", "C", "N", "C", "C", "C", "C", "C", "H", "H", "H", "H", "H", "H", "H", "H", "H", "H", "O", "O"],
  "positions_angstrom": [[0.44756, 0.33526, 1.97484], [-0.91768, 2.27812, -1.03474], [-0.29616, 0.97626, -1.56789], [-0.81827, 0.67484, -2.97529], [1.19718, 1.12615, -1.53465], [1.82235, 1.97328, -2.45926], [3.19018, 2.17791, -2.43389], [3.96148, 1.52501, -1.48822], [3.38266, 0.68842, -0.51886], [4.26476, 0.08084, 0.52373], [5.24554, -0.90542, -0.16892], [5.10282, 1.12938, 1.24924], [1.98580, 0.45090, -0.57823], [1.35572, -0.44644, 0.31074], [1.51465, -1.78788, 0.12349], [2.19626, -2.34607, -0.98590], [2.35528, -3.71013, -1.09954], [1.81414, -4.57666, -0.14978], [1.09043, -4.06837, 0.93167], [0.95535, -2.70995, 1.04215], [0.23998, -2.15134, 2.07832], [-1.99932, 2.23462, -1.11513], [-0.57910, 3.13102, -1.61549], [-0.63599, 2.43698, 0.00910], [-0.58248, 0.14960, -0.90508], [-0.75177, 1.53403, -3.63430], [-1.86895, 0.40222, -2.91620], [-0.27250, -0.14871, -3.42556], [1.22659, 2.46442, -3.21387], [3.65361, 2.82246, -3.16348], [5.03413, 1.64448, -1.51724], [3.66736, -0.48509, 1.24793], [6.04509, -0.37603, -0.67758], [4.72304, -1.52792, -0.88962], [5.69339, -1.53572, 0.59429], [5.63551, 1.79005, 0.56653], [5.82947, 0.64974, 1.89973], [4.46409, 1.77990, 1.86078], [2.56176, -1.68654, -1.75658], [2.89123, -4.11924, -1.94221], [1.93024, -5.64402, -0.25504], [0.64618, -4.72624, 1.66371], [-1.43683, 0.03935, 1.62109], [-2.59485, 0.23866, 1.55738], [-3.83142, 0.45645, 1.39391], [-4.41556, 0.33234, 0.05633], [-5.72986, -0.44710, 0.10764], [-6.68618, 0.16181, 1.11716], [-6.03858, 0.26308, 2.48510], [-4.70026, 1.00187, 2.43428], [-3.69892, -0.15884, -0.60478], [-4.61863, 1.34078, -0.32162], [-5.53108, -1.48903, 0.37549], [-6.16145, -0.44265, -0.89430], [-7.59667, -0.44008, 1.18135], [-7.02462, 1.14971, 0.77871], [-5.88167, -0.74348, 2.88664], [-6.68563, 0.79096, 3.18754], [-4.19439, 0.95771, 3.39998], [-4.89437, 2.05370, 2.19188], [1.73481, 1.31134, 2.35563], [2.58453, 2.11928, 2.63689]],
  "atomic_forces_ev_per_a": [[-0.1092, -3.7302, -2.0048], [0.2755, -0.1116, 0.2293], [-0.1005, -0.0376, 0.0251], [0.1335, -0.1247, 0.0285], [-0.6502, -1.5356, 1.7183], [1.0354, 0.8713, -0.6777], [0.2007, 0.0085, -0.0270], [0.1801, 1.0907, -1.3807], [-0.9138, -1.2942, 1.4555], [0.1575, -0.2058, -0.2037], [-0.2993, -0.0443, -0.1884], [-0.3655, 0.8124, 0.4398], [0.5417, 0.9641, -1.2336], [-0.6384, 0.2466, 2.6487], [-0.5462, -0.3035, -0.3159], [-0.0922, -0.2270, -0.1585], [0.0979, 0.3958, -0.1802], [-0.2205, 0.3308, 0.3157], [0.0054, 0.1397, 0.2395], [-0.3626, 0.1282, 0.3905], [0.6401, -0.1798, -0.7123], [-0.1539, -0.0337, -0.0038], [-0.0194, 0.1802, -0.0529], [-0.0845, 0.1497, -0.0349], [0.0738, 0.1641, -0.2044], [0.0297, 0.1516, -0.0898], [-0.0668, -0.0407, -0.0021], [-0.0286, -0.1549, -0.1438], [-0.0876, 0.0378, -0.0692], [0.0748, 0.0592, -0.0790], [0.1030, 0.0068, 0.1003], [0.0492, 0.1213, -0.1362], [0.0781, 0.0852, -0.0714], [0.1436, -0.2069, -0.0416], [0.0280, -0.0397, 0.0704], [0.1629, -0.1324, -0.0677], [0.0335, -0.0913, -0.0240], [0.4236, -0.2530, -0.1629], [0.1092, -0.0064, -0.0851], [0.0400, 0.0117, -0.0918], [0.0046, -0.1161, -0.0142], [-0.0576, 0.0012, 0.0965], [-0.9060, 0.0697, 0.0674], [-0.7504, 0.2698, -0.2899], [0.9321, -0.2538, 0.0977], [-0.7092, -0.2414, -1.2277], [0.1611, -0.1467, 0.1086], [-0.4867, 0.2713, -0.1345], [0.2358, -0.3369, 0.1433], [-1.0408, 0.5574, 1.0979], [0.0435, 0.0718, 0.0903], [0.1722, 0.0044, 0.1386], [0.0556, 0.0134, -0.0672], [0.0615, 0.0022, 0.0107], [0.1578, 0.0054, 0.0123], [0.1521, -0.0454, 0.0140], [0.0185, 0.0677, 0.0405], [0.0906, 0.0058, -0.0120], [0.0731, -0.0103, -0.1347], [0.2377, -0.0827, -0.0794], [0.8685, 1.8398, 0.6436], [0.8083, 0.8511, 0.1798]]
}

The calculation returns the following max |F| values, one per record and in order: 0.89, 0.79, 4.24 eV Å⁻¹.